Formula: C7H17N4
Source: the Open Molecules 2025 dataset
Level of theory: ωB97M-V with the def2-TZVPD basis set

The geometry in XYZ format:
```
28
Properties=species:S:1:pos:R:3:mulliken_charge:R:1
C 0.217 0.866 -2.263 0.922
C -0.578 1.882 -1.888 -0.741
C 1.569 -0.632 -0.814 0.062
C -1.452 0.740 -0.021 -0.029
C 1.027 1.011 -3.551 -1.316
C 2.475 0.323 -0.147 -1.013
C -0.692 -2.217 3.342 -0.901
N 0.580 -0.279 -1.568 -0.596
N -1.191 1.795 -0.660 -0.128
N -1.591 0.594 1.234 -0.205
N -1.814 -1.893 2.488 -0.593
H -0.681 2.695 -2.626 0.319
H 1.418 -1.640 -0.472 0.515
H -1.231 -0.181 -0.557 0.507
H 0.722 0.155 -4.157 0.335
H 1.982 0.796 -3.254 0.348
H 0.904 1.982 -4.002 0.412
H 1.881 1.082 0.434 0.240
H 3.102 0.770 -0.892 0.322
H 3.181 -0.103 0.603 0.325
H 0.195 -1.611 3.267 0.263
H -0.996 -2.019 4.377 0.331
H -0.409 -3.247 3.370 0.377
H -0.995 2.664 -0.110 0.258
H -1.652 -0.361 1.705 0.326
H -1.854 1.426 1.751 0.216
H -2.539 -2.425 2.824 0.213
H -1.582 -2.173 1.588 0.231
```

Its HOMO energy is -11.9 eV. The value obtained for the molecular weight is 157.24 g/mol. For the energy above the lowest of the compared OMol25 structures with the same formula, charge and spin, the calculation gives 52.90 kcal per mole. Its orbital gap is 9.0819 eV. For the maximum force, the calculation gives 5.58 eV/Å. Its charge is +1.

=====

Formula: C5H4N2O
Source: the Open Molecules 2025 dataset
Level of theory: ωB97M-V with the def2-TZVPD basis set

The geometry in XYZ format:
```
12
Properties=species:S:1:pos:R:3:mulliken_charge:R:1
C 1.814 -0.052 -0.038 -0.426
C 1.071 1.168 0.006 -0.744
C -0.264 0.768 -0.050 0.394
N -1.595 1.181 -0.008 -0.518
C -2.266 0.066 -0.011 0.050
O -1.533 -1.088 -0.003 -0.351
N -0.283 -0.600 -0.057 0.355
C 0.949 -1.159 0.004 -0.277
H 2.885 -0.163 0.022 0.389
H 1.488 2.177 0.056 0.377
H -3.359 -0.049 0.024 0.372
H 1.093 -2.249 0.052 0.378
```

As for the SMILES: c1cc2ncon2c1. Its HOMO energy is -8.2 eV. The value obtained for the molecular weight is 108.10 g/mol. For the energy above the lowest of the compared OMol25 structures with the same formula, charge and spin, the calculation gives 44.22 kcal per mole. Its orbital gap is 9.1446 eV. For the maximum force, the calculation gives 1.62 eV/Å.

=====

Formula: C29H56CuN4O18
Source: the Open Molecules 2025 dataset
Level of theory: ωB97M-V with the def2-TZVPD basis set

The geometry in XYZ format:
```
108
Properties=species:S:1:pos:R:3:mulliken_charge:R:1
Cu 8.166 12.853 6.902 0.505
C 4.744 14.316 1.905 -1.110
C 4.372 14.192 3.390 0.279
N 3.359 13.159 3.593 0.846
C 2.069 13.158 3.132 -0.354
C 1.469 12.067 3.645 -0.846
N 2.399 11.432 4.424 0.467
C 3.530 12.104 4.355 -1.914
C 2.272 10.194 5.194 -0.619
H 4.911 13.319 1.495 0.058
H 5.630 14.935 1.813 0.325
H 3.901 14.738 1.352 0.505
H 4.096 15.140 3.843 0.453
H 5.280 13.818 3.867 -0.584
H 1.671 13.951 2.529 0.558
H 0.450 11.731 3.620 0.558
H 4.439 11.884 4.892 1.342
H 1.246 9.841 5.205 0.365
H 2.561 10.388 6.225 0.166
H 2.904 9.445 4.721 0.280
N 7.424 11.628 3.801 -0.005
O 7.575 12.238 4.886 0.478
O 8.352 10.961 3.284 -0.719
O 6.302 11.694 3.245 -0.351
C 4.064 12.445 7.872 -0.523
C 3.027 13.394 7.764 -0.043
C 3.323 14.778 7.260 0.281
O 2.428 15.581 7.087 -0.666
C 4.671 15.123 6.937 -0.824
C 5.659 14.178 6.971 0.886
C 5.346 12.777 7.502 -0.535
O 6.306 11.942 7.420 0.720
O 6.899 14.411 6.691 -0.525
O 1.891 12.991 7.930 -0.701
H 3.882 11.402 8.098 0.716
H 4.843 16.100 6.508 0.464
C 12.673 9.171 2.443 -1.585
C 12.025 9.349 3.798 0.747
O 11.806 8.040 4.372 -0.361
C 10.927 7.902 5.334 0.792
O 10.474 8.797 5.992 -0.553
O 10.732 6.617 5.518 -0.435
C 9.703 6.204 6.406 -0.545
H 11.970 8.698 1.762 0.352
H 13.619 8.645 2.542 0.381
H 12.847 10.147 1.983 0.404
H 11.077 9.877 3.700 -0.224
H 12.695 9.898 4.472 0.233
H 9.826 5.140 6.590 0.292
H 8.730 6.316 5.923 0.184
H 9.683 6.721 7.366 0.248
C 8.424 14.834 2.674 -0.331
C 8.172 14.182 1.338 -0.374
O 7.561 15.105 0.420 -0.302
C 7.756 14.896 -0.873 0.684
O 8.477 14.082 -1.356 -0.539
O 6.986 15.757 -1.530 -0.343
C 6.975 15.584 -2.943 -0.690
H 8.820 14.034 3.302 -0.244
H 7.531 15.280 3.115 0.235
H 9.137 15.664 2.665 0.453
H 7.394 13.420 1.480 -0.139
H 9.039 13.635 0.972 0.661
H 6.691 14.578 -3.251 0.323
H 7.895 15.941 -3.389 0.290
H 6.121 16.173 -3.285 0.254
C 9.764 15.608 5.840 -0.999
O 9.801 14.186 5.860 0.269
C 11.102 13.632 5.789 -1.322
C 10.870 12.167 5.606 0.048
N 10.012 11.621 6.674 2.178
C 10.702 11.576 7.976 -0.899
C 9.833 10.854 8.990 -0.927
O 8.494 11.193 8.735 0.181
C 7.639 10.583 9.678 -0.931
H 10.319 16.070 6.662 0.253
H 8.701 15.827 5.877 0.213
H 10.205 15.972 4.907 0.301
H 11.677 13.933 6.674 0.425
H 11.633 14.010 4.905 0.539
H 11.770 11.569 5.454 0.113
H 10.232 12.050 4.725 -0.103
H 9.900 10.638 6.414 -0.928
H 10.864 12.588 8.349 0.554
H 11.648 11.030 7.917 0.223
H 10.108 11.145 10.010 0.365
H 9.951 9.767 8.920 0.383
H 7.847 9.537 9.915 0.384
H 6.610 10.615 9.322 0.159
H 7.582 11.172 10.606 0.326
C 3.928 10.326 1.074 -0.641
O 3.956 10.040 2.461 -0.458
H 3.692 11.377 0.885 0.193
H 4.881 10.054 0.610 0.248
H 3.174 9.688 0.616 0.319
H 4.736 10.465 2.839 0.261
C 6.973 8.908 6.210 0.818
O 5.788 9.118 6.958 -0.741
H 6.933 9.493 5.287 -0.557
H 7.853 9.205 6.792 -0.295
H 7.045 7.844 6.001 0.175
H 5.706 10.072 7.123 -0.006
C 7.509 7.486 2.451 -0.370
O 8.498 8.413 2.027 -0.542
H 7.002 7.838 3.358 -0.020
H 6.745 7.353 1.678 0.270
H 7.937 6.511 2.701 0.289
H 8.333 9.275 2.438 0.453
```

Its HOMO energy (spin up / spin down) is -7.4 / -7.4 eV. The value obtained for the molecular weight is 812.32 g/mol. For the energy above the lowest of the compared OMol25 structures with the same formula, charge and spin, the calculation gives 0.00 kcal per mole. Its orbital gap (spin up / spin down) is 7.5953 / 5.7913 eV. As for the multiplicity: 2. For the maximum force, the calculation gives 2.30 eV/Å.

=====

Formula: C15H29CeN2O
Source: the Open Molecules 2025 dataset
Level of theory: ωB97M-V with the def2-TZVPD basis set

The geometry in XYZ format:
```
48
Properties=species:S:1:pos:R:3:mulliken_charge:R:1
C 1.322 2.003 -1.308 -0.826
H 2.203 2.530 -0.876 0.681
H 1.554 1.718 -2.334 0.367
H 1.279 -0.810 1.673 -0.251
C 0.093 2.889 -1.261 -0.199
H -0.795 2.389 -1.666 0.089
H -0.147 3.142 -0.217 0.441
C 0.266 4.190 -2.053 -1.473
H -0.631 4.800 -1.942 0.408
H 1.139 4.750 -1.702 0.371
H 0.421 3.979 -3.118 0.333
C -0.743 -1.740 -0.115 1.009
C -1.342 -0.816 -1.034 0.566
C -0.418 -0.592 -2.095 0.628
C 0.774 -1.334 -1.825 0.148
C 0.572 -2.071 -0.605 0.331
C 1.551 -2.981 0.059 -1.203
C 1.996 -1.344 -2.685 -1.367
C -0.697 0.160 -3.354 -1.291
C -2.792 -0.446 -1.053 -1.977
C -1.445 -2.419 1.017 -1.302
Ce 0.934 0.260 0.271 1.123
H 2.697 -2.122 -2.355 0.387
H 1.728 -1.560 -3.731 0.386
H 2.503 -0.365 -2.659 0.252
H 2.512 -2.994 -0.475 0.358
H 1.731 -2.665 1.099 0.242
H 1.173 -4.014 0.098 0.377
H -2.432 -1.971 1.202 0.406
H -1.613 -3.488 0.798 0.359
H -0.859 -2.357 1.944 0.231
H -3.000 0.330 -1.802 0.456
H -3.420 -1.323 -1.301 0.367
H -3.135 -0.062 -0.081 0.365
H -0.297 1.180 -3.302 0.158
H -0.228 -0.334 -4.219 0.372
H -1.775 0.236 -3.553 0.428
C 1.536 -0.037 4.539 -0.693
N 0.093 0.159 4.490 -0.230
C -0.609 0.559 3.410 0.756
N -1.959 0.623 3.577 -0.383
O -0.114 0.875 2.276 -0.581
H 1.942 -0.193 3.533 0.124
H 1.746 -0.928 5.142 0.342
H 2.044 0.826 4.991 0.301
H -0.460 -0.002 5.325 0.208
H -2.516 0.915 2.793 0.215
H -2.381 0.453 4.484 0.188
```

Its HOMO energy (spin up / spin down) is -15.5 / -15.1 eV. The value obtained for the molecular weight is 393.53 g/mol. Its orbital gap (spin up / spin down) is 7.6029 / 5.5675 eV. As for the multiplicity: 2. For the maximum force, the calculation gives 2.47 eV/Å. Its charge is +2.

=====

Formula: C6H4N2O2
Source: the Open Molecules 2025 dataset
Level of theory: ωB97M-V with the def2-TZVPD basis set

The geometry in XYZ format:
```
14
Properties=species:S:1:pos:R:3:mulliken_charge:R:1
C 0.950 -1.400 -0.078 -0.788
C 1.868 -0.386 0.058 -0.467
C -0.361 -0.875 -0.054 0.611
C -0.280 0.659 -0.062 0.308
C -1.668 1.278 -0.057 0.430
C 1.220 0.937 0.084 -0.821
N -2.336 -2.206 0.175 -0.616
N -1.635 -1.334 -0.011 0.733
O -2.584 0.318 -0.089 -0.595
O -1.865 2.479 0.046 -0.605
H 1.072 -2.402 -0.186 0.535
H 2.901 -0.382 0.035 0.503
H 1.267 1.695 0.818 0.399
H 1.451 1.620 -0.680 0.375
```

Its HOMO energy (spin up / spin down) is -9.5 / -9.5 eV. The value obtained for the molecular weight is 136.11 g/mol. For the energy above the lowest of the compared OMol25 structures with the same formula, charge and spin, the calculation gives 111.09 kcal per mole. Its orbital gap (spin up / spin down) is 7.9737 / 7.9724 eV. For the maximum force, the calculation gives 8.71 eV/Å.

=====

Formula: C12H11NO
Source: the Open Molecules 2025 dataset
Level of theory: ωB97M-V with the def2-TZVPD basis set

The geometry in XYZ format:
```
25
Properties=species:S:1:pos:R:3:mulliken_charge:R:1
O -0.412 2.278 -0.590 -0.593
C -0.909 1.139 0.118 -0.263
C -1.344 0.052 -0.816 0.362
C -2.351 -0.768 -0.912 -0.950
C -2.270 -1.371 -2.297 -0.084
C -1.046 -1.168 -2.790 -1.007
C -0.208 -0.485 -1.698 0.284
N 0.878 -1.018 -0.853 -0.169
C 1.005 -0.326 0.405 0.507
C 2.091 -0.567 1.181 -0.565
C 2.339 -0.101 2.455 -0.509
C 1.413 0.658 3.143 -0.708
C 0.308 0.995 2.325 -0.527
C 0.130 0.608 0.969 0.552
H 0.367 1.997 -1.149 0.414
H -1.744 1.640 0.608 0.597
H -3.319 -1.000 -0.582 0.463
H -3.210 -1.669 -2.652 0.404
H -0.721 -1.197 -3.835 0.323
H 0.162 0.411 -2.325 0.107
H 1.722 -1.396 -1.013 0.230
H 2.859 -1.077 0.651 0.272
H 3.279 -0.576 2.934 0.236
H 1.501 1.362 3.980 0.314
H -0.519 1.581 2.743 0.310
```

As for the SMILES: O[C@H]1C2=CC=C[C@@H]2Nc2ccccc21. Its HOMO energy is -8.2 eV. The value obtained for the molecular weight is 185.23 g/mol. For the energy above the lowest of the compared OMol25 structures with the same formula, charge and spin, the calculation gives 92.60 kcal per mole. Its orbital gap is 8.8460 eV. For the maximum force, the calculation gives 6.57 eV/Å.

=====

Which formula does entry 2 have? C5H4N2O

=====

Please write out number 1 again, unchanged.
Formula: C7H17N4
Source: the Open Molecules 2025 dataset
Level of theory: ωB97M-V with the def2-TZVPD basis set

The geometry in XYZ format:
```
28
Properties=species:S:1:pos:R:3:mulliken_charge:R:1
C 0.217 0.866 -2.263 0.922
C -0.578 1.882 -1.888 -0.741
C 1.569 -0.632 -0.814 0.062
C -1.452 0.740 -0.021 -0.029
C 1.027 1.011 -3.551 -1.316
C 2.475 0.323 -0.147 -1.013
C -0.692 -2.217 3.342 -0.901
N 0.580 -0.279 -1.568 -0.596
N -1.191 1.795 -0.660 -0.128
N -1.591 0.594 1.234 -0.205
N -1.814 -1.893 2.488 -0.593
H -0.681 2.695 -2.626 0.319
H 1.418 -1.640 -0.472 0.515
H -1.231 -0.181 -0.557 0.507
H 0.722 0.155 -4.157 0.335
H 1.982 0.796 -3.254 0.348
H 0.904 1.982 -4.002 0.412
H 1.881 1.082 0.434 0.240
H 3.102 0.770 -0.892 0.322
H 3.181 -0.103 0.603 0.325
H 0.195 -1.611 3.267 0.263
H -0.996 -2.019 4.377 0.331
H -0.409 -3.247 3.370 0.377
H -0.995 2.664 -0.110 0.258
H -1.652 -0.361 1.705 0.326
H -1.854 1.426 1.751 0.216
H -2.539 -2.425 2.824 0.213
H -1.582 -2.173 1.588 0.231
```

Its HOMO energy is -11.9 eV. The value obtained for the molecular weight is 157.24 g/mol. For the energy above the lowest of the compared OMol25 structures with the same formula, charge and spin, the calculation gives 52.90 kcal per mole. Its orbital gap is 9.0819 eV. For the maximum force, the calculation gives 5.58 eV/Å. Its charge is +1.

=====

The lowest molecular weight belongs to which entry? C5H4N2O